[1]
{"formula": "C5H11NO", "method": "ωB97M-V with the def2-TZVPD basis set", "symbols": ["H", "H", "C", "H", "H", "C", "H", "H", "H", "C", "H", "O", "H", "C", "N", "C", "H", "H"], "positions_angstrom": [[0.4877, 3.8940, -0.3227], [-0.7036, 3.4408, -1.2941], [0.4053, -0.0803, 0.7476], [-0.0461, -0.3284, 1.7074], [-0.1343, 1.9528, 1.1936], [-0.9059, -2.2589, 0.3971], [1.4724, 0.0816, 0.8976], [-1.8745, -1.7503, 0.5688], [-1.2370, 1.1776, 0.1121], [-0.1750, 1.2752, 0.3426], [1.0821, -1.9664, 0.0066], [-0.7012, -3.4271, 0.5456], [0.0478, -1.1253, -1.1756], [0.1959, -1.3390, -0.1109], [0.2921, 3.3077, -1.1251], [0.5904, 1.9199, -0.8166], [1.6555, 1.8501, -0.5645], [0.4579, 1.2996, -1.7077]], "forces_ev_per_a": [[0.174, -0.004, 0.051], [0.171, -0.157, -0.132], [-0.427, 0.161, 0.363], [0.288, 0.084, 0.402], [0.130, 0.020, 0.229], [0.651, 1.128, -0.874], [0.069, -0.221, 0.157], [-0.239, -0.366, 0.270], [-0.151, 0.021, -0.205], [-0.174, -0.110, -0.459], [0.087, 0.103, -0.402], [-0.533, -0.473, 0.342], [-0.053, -0.029, 0.090], [0.358, -0.124, 0.162], [-0.466, 0.158, 0.009], [0.160, -0.488, 0.229], [-0.039, 0.104, -0.121], [-0.005, 0.193, -0.112]], "lowdin_charge": [0.061, 0.066, -0.213, 0.105, 0.105, -0.279, 0.108, 0.126, 0.108, -0.220, 0.113, 0.062, 0.118, -0.156, -0.013, -0.311, 0.112, 0.108], "e_lumo_ev": 1.0, "smiles": "NCCCCC=O", "e_above_lowest_kj_mol": 132.0, "energy_ha": -327.0811, "e_homo_ev": -9.48, "gap_ha": 0.3836}



[2]
{"formula": "C5H11NO", "method": "ωB97M-V with the def2-TZVPD basis set", "symbols": ["H", "C", "C", "O", "N", "H", "C", "H", "C", "C", "H", "H", "H", "H", "H", "H", "H", "H"], "positions_angstrom": [[3.9259, -1.5535, 0.6321], [-2.7675, -1.4780, -0.1649], [-0.8679, 1.7578, 0.1212], [-0.5031, -0.3870, 0.9515], [-2.4600, -0.0573, -0.1541], [-1.7904, -2.0331, 0.2047], [3.0245, 0.0842, -0.0713], [-0.2756, 2.2038, 0.9980], [-1.3059, 0.3191, 0.3168], [4.1078, -0.7678, -0.0025], [2.1931, 0.0811, 0.6954], [2.9118, 1.0404, -0.7308], [-2.9236, 0.5876, -0.8664], [5.0818, -0.6833, -0.6218], [-1.6108, 2.4426, -0.2538], [-3.5923, -1.5691, 0.7765], [-3.2157, -1.7553, -1.1935], [0.0679, 1.7680, -0.6369]], "forces_ev_per_a": [[0.387, -1.917, 1.534], [-1.489, -0.801, 2.355], [3.433, 0.762, -0.886], [-1.257, -0.102, -0.672], [-2.173, 0.431, -2.861], [-2.149, 0.966, -1.191], [1.071, 1.179, 0.055], [-1.542, -0.910, -0.780], [4.137, 1.533, 2.187], [-1.111, 3.610, -2.512], [0.912, -0.733, -1.095], [0.732, -1.948, 0.971], [0.888, -1.420, 1.627], [-2.034, -0.201, 1.036], [-0.269, 0.275, -0.049], [1.969, -0.491, -2.838], [0.833, 0.061, 1.956], [-2.336, -0.294, 1.163]], "lowdin_charge": [-0.005, -0.093, -0.026, -0.013, -0.041, 0.111, -0.096, 0.103, -0.612, -0.084, 0.043, 0.062, 0.176, 0.076, 0.048, 0.135, 0.096, 0.121], "e_lumo_ev": 0.8, "smiles": "CNC(C)=O.C=C", "e_above_lowest_kj_mol": 294.5, "energy_ha": -327.0192, "e_homo_ev": -9.56, "gap_ha": 0.3791}



[3]
{"formula": "C5H11NO", "method": "ωB97M-V with the def2-TZVPD basis set", "symbols": ["H", "C", "H", "O", "H", "H", "H", "C", "H", "H", "C", "C", "H", "H", "H", "C", "H", "N"], "positions_angstrom": [[-1.2063, -1.6423, 1.2990], [1.2405, -0.4163, 1.0723], [-0.9682, 0.7218, 1.3443], [1.0674, -0.5246, 2.2566], [2.1502, 0.1487, 0.7513], [1.3183, 1.7145, -0.9411], [-0.7105, 2.2034, 0.4650], [0.5280, 1.2024, -1.4934], [1.0136, 0.5516, -2.2295], [-1.4439, -1.9003, -0.4319], [-0.7035, -1.8860, 0.3672], [-1.0332, 1.1599, 0.3503], [-2.1032, 1.2807, 0.1315], [-0.1294, -2.7903, 0.5926], [1.0709, -1.1634, -0.8431], [0.3497, -0.8855, -0.0771], [-0.1597, 1.8658, -2.0103], [-0.2806, 0.3598, -0.6036]], "forces_ev_per_a": [[0.140, 0.490, 0.037], [0.899, 0.192, -0.091], [-0.096, -0.008, 0.126], [-0.550, -0.319, 0.066], [-0.244, -0.049, -0.220], [-0.030, 0.514, -0.163], [0.570, -0.217, -0.201], [-0.086, -1.337, 0.307], [-0.096, 0.178, -0.046], [0.056, -0.772, 0.049], [0.920, 0.053, -0.361], [-0.532, 0.168, 0.660], [0.107, -0.459, -0.321], [-0.668, -0.407, -0.431], [-0.384, -0.731, -0.266], [-0.216, 2.108, 1.215], [0.255, 0.317, -0.014], [-0.047, 0.278, -0.348]], "lowdin_charge": [0.076, -0.249, 0.073, 0.059, 0.127, 0.076, 0.085, -0.094, 0.083, 0.086, -0.039, -0.102, 0.083, 0.088, 0.135, -0.339, 0.085, -0.234], "e_lumo_ev": 1.0, "smiles": "C[C@H](C=O)N(C)C", "e_above_lowest_kj_mol": 195.1, "energy_ha": -327.0570, "e_homo_ev": -8.36, "gap_ha": 0.3430}



[4]
{"formula": "C5H11NO", "method": "ωB97M-V with the def2-TZVPD basis set", "symbols": ["C", "H", "H", "C", "C", "H", "H", "H", "H", "O", "H", "N", "H", "C", "H", "C", "H", "H"], "positions_angstrom": [[1.8891, -0.7966, 0.7369], [-2.4160, 0.1314, -1.0487], [0.8260, 1.5955, -0.6609], [-0.1411, 1.1811, -0.3635], [-0.3742, 0.0623, -1.3850], [-0.0337, -1.4702, 0.8557], [-1.1847, 0.5277, 1.4089], [0.4535, -0.9607, 2.4442], [-0.8898, 1.9680, -0.4332], [2.3057, -1.8185, 0.2734], [2.4370, 0.1741, 0.7027], [-1.6840, -0.5454, -1.1292], [-0.2844, 0.4734, -2.4032], [-0.1550, 0.6807, 1.0907], [-1.9346, -1.2131, -1.8374], [0.5105, -0.6874, 1.3938], [0.3051, 1.4225, 1.7479], [0.3704, -0.7248, -1.3930]], "forces_ev_per_a": [[-0.794, 0.464, 1.237], [-0.292, 0.420, -0.111], [0.008, 0.322, 0.386], [0.885, -1.117, -0.075], [-1.204, 0.525, -0.452], [-0.276, 0.028, 0.224], [-0.128, 0.359, 0.030], [0.413, 0.228, 0.161], [-0.047, 0.042, -0.337], [0.474, -0.038, -0.246], [0.296, -0.289, -0.189], [0.611, -0.494, 0.176], [-0.170, 0.238, 0.113], [0.262, -0.582, 0.664], [-0.113, -0.151, -0.163], [-0.024, -0.037, -1.932], [-0.178, 0.183, -0.039], [0.275, -0.103, 0.553]], "lowdin_charge": [-0.286, 0.060, 0.103, -0.202, -0.286, 0.104, 0.100, 0.116, 0.106, 0.054, 0.127, 0.004, 0.105, -0.212, 0.064, -0.157, 0.104, 0.096], "e_lumo_ev": 1.0, "smiles": "NCCCCC=O", "e_above_lowest_kj_mol": 130.7, "energy_ha": -327.0816, "e_homo_ev": -9.31, "gap_ha": 0.3797}



[5]
{"formula": "C5H11NO", "method": "ωB97M-V with the def2-TZVPD basis set", "symbols": ["H", "H", "C", "H", "H", "H", "C", "N", "H", "H", "C", "H", "H", "C", "C", "O", "H", "H"], "positions_angstrom": [[1.7618, 0.3492, -1.5054], [2.1504, 1.9353, 1.8384], [0.6036, 0.7160, 1.0155], [-1.1917, -1.1953, 1.9452], [-2.3680, -1.7673, 0.8026], [0.1996, -0.0648, -2.2741], [1.8323, 1.5911, 0.8558], [0.0999, 0.1680, -0.2410], [0.9084, -0.1043, 1.6723], [-0.2241, 1.2303, 1.5106], [-1.7208, -0.9297, 1.0297], [0.5544, 1.6198, -1.6484], [2.6905, 1.0181, 0.5087], [0.6856, 0.5441, -1.5179], [-0.8269, -0.8373, -0.1985], [-1.0591, -1.5429, -1.1676], [-2.2603, 0.0034, 1.1640], [1.6556, 2.4367, 0.2015]], "forces_ev_per_a": [[-0.083, -0.097, -0.266], [-0.233, 0.277, 0.064], [0.010, -0.166, 0.093], [0.116, 0.260, 0.026], [-0.421, 0.128, 0.074], [0.052, 0.258, -0.131], [0.080, -0.086, 0.309], [-0.076, -0.444, 0.251], [-0.191, -0.060, 0.020], [0.226, 0.275, 0.140], [0.661, -0.655, -0.143], [-0.144, -0.104, -0.387], [-0.101, -0.054, -0.341], [0.362, -0.116, 0.671], [-0.293, 0.464, -0.469], [0.039, -0.061, 0.011], [-0.124, 0.001, 0.091], [0.119, 0.181, -0.011]], "lowdin_charge": [0.085, 0.077, -0.226, 0.076, 0.079, 0.085, -0.092, -0.122, 0.117, 0.114, -0.002, 0.087, 0.077, -0.037, -0.508, 0.033, 0.085, 0.071], "e_lumo_ev": 0.8, "smiles": "CCN(C)C(C)=O", "e_above_lowest_kj_mol": 63.5, "energy_ha": -327.1071, "e_homo_ev": -8.95, "gap_ha": 0.3584}



[6]
{"formula": "C5H11NO", "method": "ωB97M-V with the def2-TZVPD basis set", "symbols": ["H", "H", "H", "C", "C", "H", "N", "C", "H", "H", "H", "C", "O", "H", "H", "C", "H", "H"], "positions_angstrom": [[-1.5008, 0.6710, 0.9144], [0.2279, -1.3623, 1.2355], [0.1206, 2.4642, -0.9734], [-0.0971, -1.1716, -2.7356], [0.2011, -1.3680, 0.1606], [0.8356, -2.1371, -0.2764], [0.0566, -0.2063, -1.9313], [-0.9830, 0.8388, -0.0285], [0.7832, 1.9366, 0.5775], [-0.6770, 2.8646, 0.5608], [-1.8063, 1.0891, -0.7101], [-0.3417, -0.3981, -0.5662], [1.3942, -0.9245, 3.6080], [1.7556, -0.6319, 2.7513], [0.2154, -1.0436, -3.7637], [-0.1304, 2.1052, 0.0204], [-0.5279, -2.1046, -2.3638], [0.4739, -0.6215, 3.5202]], "forces_ev_per_a": [[0.352, -0.237, 0.271], [-0.609, -0.040, 0.254], [0.029, -0.025, -0.024], [-0.044, 0.303, 0.639], [0.496, -0.412, -0.037], [-0.203, 0.185, -0.153], [-0.621, -0.490, 0.073], [-1.385, 0.351, -0.431], [0.343, -0.058, 0.049], [-0.205, 0.340, -0.011], [-0.060, -0.144, -0.032], [1.662, 0.996, -0.298], [-0.447, 0.505, -0.868], [0.134, -0.241, 0.526], [0.029, -0.191, -0.113], [0.236, -0.458, 0.222], [-0.041, -0.161, -0.431], [0.333, -0.222, 0.365]], "lowdin_charge": [0.106, 0.034, 0.070, -0.032, 0.056, 0.068, 0.032, -0.229, 0.067, 0.065, 0.109, -0.387, -0.073, 0.030, 0.068, -0.099, 0.080, 0.034], "e_lumo_ev": 0.8, "smiles": "C=NC(=C)CC.O", "e_above_lowest_kj_mol": 216.8, "energy_ha": -327.0488, "e_homo_ev": -9.38, "gap_ha": 0.3739}



Question: What is the formula in the third record?
Answer: C5H11NO